(1)
The following is a quantum chemistry calculation of a single C5H8O2 molecule, from the Open Molecules 2025 dataset.

Bonds (Å) are listed after each position.
Atoms and positions in Å:
1 C -1.210 0.854 0.867  C2 1.515, H8 1.089, H9 1.088, H10 1.087
2 C -0.158 0.216 -0.017  C1 1.515, C3 1.516, C4 1.465, C6 1.550
3 C -0.678 -0.283 -1.350  C2 1.516, H11 1.088, H12 1.087, H13 1.088
4 C 1.227 0.692 0.023  C2 1.465, O5 1.194, C6 1.480
5 O 2.063 1.465 -0.336  C4 1.194
6 C 0.953 -0.599 0.693  C2 1.550, C4 1.480, O7 1.395, H14 1.090
7 O 1.401 -1.802 0.148  C6 1.395, H15 0.965
8 H -1.971 0.120 1.128  C1 1.089
9 H -1.685 1.678 0.340  C1 1.088
10 H -0.768 1.240 1.783  C1 1.087
11 H -1.523 -0.949 -1.187  C3 1.088
12 H 0.094 -0.834 -1.880  C3 1.087
13 H -1.001 0.554 -1.966  C3 1.088
14 H 0.909 -0.603 1.782  C6 1.090
15 H 2.348 -1.749 -0.027  O7 0.965

Calculated values
- SMILES: CC1(C)C(=O)[C@@H]1O
- Gap between HOMO and LUMO: 9.6 eV
- HOMO: -8.95 eV
- Net charge: 0
- Multiplicity: 1
- Total energy: -345.7287 Eh

Mulliken population analysis, charges in e, atoms 1 to 4:
1 C -1.41
2 C 1.28
3 C -1.43
4 C 0.19

(2)
The following is a quantum chemistry calculation of 8 unconnected molecules or ions with the total composition C44H100N4O12 at a distorted geometry, from the Open Molecules 2025 dataset.

Bonds (Å) are listed after each position.
Atoms and positions in Å:
1 C -0.784 -2.487 -12.006  C2 1.609, H12 1.090, H13 1.090, H14 1.090
2 C 0.184 -2.831 -10.769  C1 1.609, C3 1.495, C4 1.538, N10 1.503
3 C 0.007 -4.288 -10.486  C2 1.495, H15 1.090, H16 1.090, H17 1.090
4 C 1.648 -2.555 -11.154  C2 1.538, C5 1.576, H18 1.090, H19 1.090
5 C 2.721 -2.597 -10.001  C4 1.576, C6 1.588, H20 1.090, H21 1.090
6 C 2.314 -1.370 -9.080  C5 1.588, C7 1.658, H22 1.090, H23 1.090
7 C 0.756 -1.476 -8.523  C6 1.658, C8 1.500, C9 1.547, N10 1.500
8 C 0.773 -2.297 -7.267  C7 1.500, H24 1.090, H25 1.090, H26 1.090
9 C 0.310 -0.036 -8.180  C7 1.547, H27 1.090, H28 1.090, H29 1.090
10 N -0.183 -2.022 -9.557  C2 1.503, C7 1.500, O11 1.374
11 O -1.514 -1.991 -9.217  N10 1.374, H30 0.960
12 H -1.814 -2.816 -11.863  C1 1.090
13 H -0.703 -1.448 -12.326  C1 1.090
14 H -0.452 -3.009 -12.903  C1 1.090
15 H 0.371 -4.884 -11.323  C3 1.090
16 H 0.480 -4.718 -9.603  C3 1.090
17 H -1.063 -4.396 -10.306  C3 1.090
18 H 1.927 -3.294 -11.905  C4 1.090
19 H 1.742 -1.526 -11.499  C4 1.090
20 H 2.607 -3.517 -9.427  C5 1.090
21 H 3.789 -2.606 -10.219  C5 1.090
22 H 2.642 -0.392 -9.434  C6 1.090
23 H 2.935 -1.483 -8.192  C6 1.090
24 H 1.378 -3.170 -7.517  C8 1.090
25 H -0.205 -2.654 -6.943  C8 1.090
26 H 1.196 -1.772 -6.410  C8 1.090
27 H -0.692 0.030 -7.757  C9 1.090
28 H 0.306 0.732 -8.954  C9 1.090
29 H 0.950 0.329 -7.377  C9 1.090
30 H -1.859 -1.518 -9.978  O11 0.960
31 C -2.075 -6.804 -0.324  C32 1.527, H42 1.090, H43 1.090, H44 1.090
32 C -1.835 -7.146 1.144  C31 1.527, C33 1.552, C34 1.601, N40 1.494
33 C -0.386 -7.559 1.519  C32 1.552, H45 1.090, H46 1.090, H47 1.090
34 C -2.169 -5.788 1.924  C32 1.601, C35 1.510, H48 1.090, H49 1.090
35 C -3.641 -5.477 2.052  C34 1.510, C36 1.571, H50 1.090, H51 1.090
36 C -4.255 -6.629 2.926  C35 1.571, C37 1.546, H52 1.090, H53 1.090
37 C -4.059 -8.008 2.256  C36 1.546, C38 1.489, C39 1.525, N40 1.488
38 C -4.312 -9.113 3.221  C37 1.489, H54 1.090, H55 1.090, H56 1.090
39 C -5.171 -8.044 1.212  C37 1.525, H57 1.090, H58 1.090, H59 1.090
40 N -2.737 -8.240 1.614  C32 1.494, C37 1.488, O41 1.344
41 O -2.610 -9.443 1.030  N40 1.344, H60 0.960
42 H -1.337 -6.111 -0.728  C31 1.090
43 H -2.019 -7.649 -1.010  C31 1.090
44 H -2.984 -6.274 -0.610  C31 1.090
45 H 0.367 -6.911 1.071  C33 1.090
46 H -0.121 -7.616 2.575  C33 1.090
47 H -0.093 -8.591 1.326  C33 1.090
48 H -1.560 -5.859 2.825  C34 1.090
49 H -1.762 -4.915 1.414  C34 1.090
50 H -4.058 -4.633 2.601  C35 1.090
51 H -4.080 -5.448 1.055  C35 1.090
52 H -5.295 -6.399 3.159  C36 1.090
53 H -3.903 -6.654 3.957  C36 1.090
54 H -3.566 -9.098 4.015  C38 1.090
55 H -4.295 -10.048 2.661  C38 1.090
56 H -5.337 -9.137 3.593  C38 1.090
57 H -5.054 -9.035 0.774  C39 1.090
58 H -5.021 -7.372 0.367  C39 1.090
59 H -6.175 -7.815 1.569  C39 1.090
60 H -1.868 -9.856 1.477  O41 0.960
61 C 7.068 2.589 8.679  C62 1.511, H72 1.090, H73 1.090, H74 1.090
62 C 5.863 1.724 8.389  C61 1.511, C63 1.582, C64 1.556, N70 1.485
63 C 6.287 0.210 8.555  C62 1.582, H75 1.090, H76 1.090, H77 1.090
64 C 4.678 1.912 9.380  C62 1.556, C65 1.549, H78 1.090, H79 1.090
65 C 3.797 3.152 9.089  C64 1.549, C66 1.572, H80 1.090, H81 1.090
66 C 3.404 3.167 7.567  C65 1.572, C67 1.584, H82 1.090, H83 1.090
67 C 4.633 3.118 6.568  C66 1.584, C68 1.521, C69 1.579, N70 1.464
68 C 4.118 2.781 5.177  C67 1.521, H84 1.090, H85 1.090, H86 1.090
69 C 5.451 4.458 6.737  C67 1.579, H87 1.090, H88 1.090, H89 1.090
70 N 5.469 1.990 6.983  C62 1.485, C67 1.464, O71 1.385
71 O 6.285 1.565 5.948  N70 1.385, H90 0.960
72 H 7.494 2.304 9.641  C61 1.090
73 H 6.738 3.628 8.694  C61 1.090
74 H 7.890 2.488 7.970  C61 1.090
75 H 6.420 -0.147 9.576  C63 1.090
76 H 7.259 0.120 8.069  C63 1.090
77 H 5.490 -0.378 8.100  C63 1.090
78 H 4.127 0.974 9.437  C64 1.090
79 H 5.090 2.186 10.351  C64 1.090
80 H 4.303 4.064 9.406  C65 1.090
81 H 2.909 3.188 9.721  C65 1.090
82 H 2.823 4.049 7.297  C66 1.090
83 H 2.805 2.273 7.397  C66 1.090
84 H 4.880 2.765 4.398  C68 1.090
85 H 3.689 1.804 5.397  C68 1.090
86 H 3.415 3.546 4.848  C68 1.090
87 H 5.581 4.869 7.738  C69 1.090
88 H 6.473 4.219 6.442  C69 1.090
89 H 5.049 5.306 6.184  C69 1.090
90 H 5.593 1.123 5.452  O71 0.960
91 C -6.638 8.769 -4.139  C92 1.552, H102 1.090, H103 1.090, H104 1.090
92 C -6.341 7.600 -3.161  C91 1.552, C93 1.525, C94 1.541, N100 1.498
93 C -6.316 8.145 -1.737  C92 1.525, H105 1.090, H106 1.090, H107 1.090
94 C -7.520 6.633 -3.378  C92 1.541, C95 1.513, H108 1.090, H109 1.090
95 C -7.352 5.329 -2.628  C94 1.513, C96 1.560, H110 1.090, H111 1.090
96 C -5.915 4.802 -2.931  C95 1.560, C97 1.562, H112 1.090, H113 1.090
97 C -4.596 5.630 -2.812  C96 1.562, C98 1.549, C99 1.592, N100 1.476
98 C -4.202 5.695 -1.316  C97 1.549, H114 1.090, H115 1.090, H116 1.090
99 C -3.414 4.918 -3.606  C97 1.592, H117 1.090, H118 1.090, H119 1.090
100 N -5.059 6.880 -3.447  C92 1.498, C97 1.476, O101 1.400
101 O -4.021 7.800 -3.644  N100 1.400, H120 0.960
102 H -7.420 9.416 -3.741  C91 1.090
103 H -5.867 9.501 -4.380  C91 1.090
104 H -7.001 8.259 -5.031  C91 1.090
105 H -5.403 8.622 -1.382  C93 1.090
106 H -7.215 8.759 -1.672  C93 1.090
107 H -6.657 7.448 -0.971  C93 1.090
108 H -8.441 7.035 -2.955  C94 1.090
109 H -7.826 6.378 -4.393  C94 1.090
110 H -7.674 5.438 -1.593  C95 1.090
111 H -7.936 4.571 -3.150  C95 1.090
112 H -5.962 4.316 -3.906  C96 1.090
113 H -5.901 3.888 -2.337  C96 1.090
114 H -3.824 4.738 -0.956  C98 1.090
115 H -5.089 5.805 -0.692  C98 1.090
116 H -3.531 6.526 -1.099  C98 1.090
117 H -2.500 5.507 -3.693  C99 1.090
118 H -3.827 4.662 -4.582  C99 1.090
119 H -2.971 4.113 -3.021  C99 1.090
120 H -4.105 7.972 -4.585  O101 0.960
121 O 6.903 -4.118 4.343  C122 1.443, H125 0.960
122 C 5.892 -4.434 3.361  O121 1.443, C123 1.495, H126 1.090, H127 1.090
123 C 4.553 -4.102 3.937  C122 1.495, O124 1.407, H128 1.090, H129 1.090
124 O 4.389 -2.734 4.222  C123 1.407, H130 0.960
125 H 6.882 -3.168 4.477  O121 0.960
126 H 6.140 -3.668 2.626  C122 1.090
127 H 5.888 -5.356 2.779  C122 1.090
128 H 4.113 -4.764 4.683  C123 1.090
129 H 4.015 -4.287 3.007  C123 1.090
130 H 3.553 -2.674 4.690  O124 0.960
131 O 0.824 -0.431 1.569  C132 1.457, H135 0.960
132 C 1.269 0.162 0.315  O131 1.457, C133 1.501, H136 1.090, H137 1.090
133 C 2.350 -0.714 -0.249  C132 1.501, O134 1.414, H138 1.090, H139 1.090
134 O 3.546 -0.467 0.466  C133 1.414, H140 0.960
135 H -0.079 -0.209 1.809  O131 0.960
136 H 0.374 0.243 -0.301  C132 1.090
137 H 1.645 1.153 0.569  C132 1.090
138 H 2.464 -0.567 -1.323  C133 1.090
139 H 2.054 -1.750 -0.084  C133 1.090
140 H 3.224 -0.613 1.358  O134 0.960
141 O -0.120 -1.704 5.602  C142 1.387, H145 0.960
142 C -1.264 -1.368 6.310  O141 1.387, C143 1.542, H146 1.090, H147 1.090
143 C -1.928 -0.057 5.842  C142 1.542, O144 1.468, H148 1.090, H149 1.090
144 O -2.651 -0.123 4.566  C143 1.468, H150 0.960
145 H -0.174 -1.349 4.712  O141 0.960
146 H -1.976 -2.151 6.047  C142 1.090
147 H -1.046 -1.338 7.378  C142 1.090
148 H -1.195 0.749 5.870  C143 1.090
149 H -2.636 0.188 6.634  C143 1.090
150 H -3.604 -0.167 4.671  O144 0.960
151 O 4.025 8.137 -0.661  C152 1.420, H155 0.960
152 C 4.162 6.942 0.095  O151 1.420, C153 1.486, H156 1.090, H157 1.090
153 C 3.166 5.991 -0.462  C152 1.486, O154 1.419, H158 1.090, H159 1.090
154 O 1.779 6.170 -0.223  C153 1.419, H160 0.960
155 H 3.209 8.487 -0.297  O151 0.960
156 H 5.137 6.513 -0.139  C152 1.090
157 H 4.108 7.176 1.158  C152 1.090
158 H 3.334 5.004 -0.031  C153 1.090
159 H 3.351 5.931 -1.535  C153 1.090
160 H 1.415 7.003 -0.531  O154 0.960

Calculated values
- SMILES: CC1(C)CCCC(C)(C)N1O.CC1(C)CCCC(C)(C)N1O.CC1(C)CCCC(C)(C)N1O.CC1(C)CCCC(C)(C)N1O.OCCO.OCCO.OCCO.OCCO
- Gap between HOMO and LUMO: 7.8 eV
- HOMO: -7.59 eV
- Net charge: 0
- Multiplicity: 1
- Total energy: -2857.8696 Eh

Mulliken population analysis, charges in e, atoms 1 to 4:
1 C -1.97
2 C 1.36
3 C -1.73
4 C -1.17

(3)
The following is a quantum chemistry calculation of a gas-phase ion, C4H8ClN2 (charge +1) at a distorted geometry, from the Open Molecules 2025 dataset.

Bonds (Å) are listed after each position.
Atoms and positions in Å:
1 C -1.960 0.000 -0.345  N6 1.303, Cl7 1.662, H9 1.092
2 C 1.468 -0.857 -0.052  C3 1.496, N5 1.264, H8 1.181
3 C 0.092 -1.033 0.510  C2 1.496, N6 1.464, H10 1.030, H11 1.115
4 C -0.032 1.374 0.337  N6 1.480, H12 1.060, H13 1.151, H14 1.213
5 N 1.623 -0.081 -1.038  C2 1.264, H15 1.010
6 N -0.730 0.097 0.072  C1 1.303, C3 1.464, C4 1.480
7 Cl -2.917 1.226 -0.930  C1 1.662
8 H 2.178 -1.657 0.448  C2 1.181
9 H -2.520 -0.937 -0.380  C1 1.092
10 H -0.280 -1.902 0.100  C3 1.030
11 H 0.127 -1.363 1.574  C3 1.115
12 H 0.514 1.559 -0.553  C4 1.060
13 H 0.665 1.274 1.247  C4 1.151
14 H -0.763 2.331 0.478  C4 1.213
15 H 2.535 -0.027 -1.468  N5 1.010

Calculated values
- Gap between HOMO and LUMO (spin up / spin down): 8.3 / 5.6 eV
- HOMO (spin up / spin down): -11.60 / -14.77 eV
- Expectation value of S²: 2.01
- Net charge: +1
- Multiplicity: 3
- Total energy: -726.4289 Eh

Mulliken population analysis, charges in e, atoms 1 to 4:
1 C -0.02
2 C 0.01
3 C -0.61
4 C -0.91